This record from OMol25 describes a molecular structure, C20H41ClF7MgN2O7SSi. The level of theory is ωB97M-V/def2-TZVPD.

Its spin multiplicity is 1. As for the orbital gap: 0.90 eV. As for the charge: +1. The calculation puts the HOMO energy at -8.31 eV. The total energy is -3469.17356 a.u.

Last column: Mulliken charge in e.
CARTESIAN COORDINATES (ANGSTROEM)
O1 -3.12793 -1.58877 1.69263  -0.605
S1 -3.38558 -1.63647 0.13640  0.973
O2 -2.58749 -2.91064 -0.34698  -0.565
Si1 -2.42811 0.05599 -0.79047  0.752
C1 -5.16455 -1.93089 -0.33476  0.370
F1 -5.15360 -2.74464 -1.60782  -0.230
F2 -5.80877 -2.83998 0.68438  -0.135
C2 -6.06448 -0.59860 -0.63371  0.357
F3 -5.78600 0.03456 -1.97731  -0.246
F4 -7.48986 -1.08951 -0.75372  -0.253
C3 -6.08484 0.52183 0.56350  0.659
F5 -5.40620 1.79835 0.12401  -0.228
F6 -5.62375 0.04005 1.88577  -0.176
F7 -7.52928 0.92163 0.75943  -0.244
H1 -0.98620 0.01437 -0.43570  -0.145
H2 -2.45882 -0.11484 -2.25966  -0.161
H3 -2.94041 1.36202 -0.40208  -0.122
C4 2.59006 -0.11165 -5.11223  -1.397
C5 1.28397 -0.48837 -4.41736  0.390
C6 0.78139 0.58471 -3.42336  -0.454
O3 1.48728 0.61064 -2.18016  -0.204
C7 2.71015 1.32952 -2.21527  -0.559
N1 1.45167 -1.79395 -3.76097  -0.759
H4 3.46143 -0.22490 -4.46268  0.109
H5 2.75724 -0.75687 -5.98206  0.452
H6 2.56036 0.92320 -5.46853  0.355
H7 0.52166 -0.59310 -5.19918  0.466
H8 -0.25690 0.34408 -3.16646  -0.001
H9 0.76271 1.58066 -3.88119  0.410
H10 2.66435 2.19403 -2.88382  0.352
H11 3.52682 0.66521 -2.50351  0.279
H12 2.92166 1.68781 -1.20318  0.018
H13 0.55022 -2.08516 -3.37943  0.273
H14 2.02809 -1.64335 -2.92865  0.316
C8 -1.73541 1.83141 3.06805  -1.405
C9 -0.76204 2.35602 2.01676  0.014
C10 0.63338 1.71429 2.02014  -0.491
N2 1.68616 2.30653 3.00039  0.345
C11 1.19157 2.23456 4.44539  -0.449
C12 2.15284 2.89088 5.42679  -0.803
C13 2.41047 4.33874 5.03644  -0.618
C14 2.95611 4.42464 3.61612  -0.688
C15 2.03189 3.75260 2.60553  -0.508
C16 2.93606 1.41900 2.82835  -0.864
H15 -1.61740 2.32563 4.03408  0.422
H16 -2.76441 2.03227 2.75096  0.393
H17 -1.63198 0.75213 3.21355  0.314
H18 -0.72753 3.44683 2.05289  0.223
H19 -1.20789 2.10721 1.04454  0.015
H20 1.07064 1.82596 1.02035  0.086
H21 0.55887 0.64222 2.23746  0.455
H22 0.25779 2.79211 4.48958  0.155
H23 1.01001 1.18273 4.68977  0.464
H24 1.71126 2.86151 6.42997  0.407
H25 3.09586 2.33850 5.48935  0.316
H26 3.11179 4.79894 5.74000  0.371
H27 1.47395 4.90742 5.10108  0.292
H28 3.95725 3.98044 3.57948  0.310
H29 3.08074 5.47895 3.34103  0.400
H30 2.48693 3.72699 1.60979  0.372
H31 1.09452 4.31438 2.54976  0.340
H32 3.24766 1.46358 1.78019  0.205
H33 2.67164 0.39371 3.10442  0.358
H34 3.74078 1.78192 3.46945  0.462
C17 -1.50457 -8.06620 -0.57233  -1.081
C18 -2.52078 -7.22937 -1.30242  0.766
O4 -2.90563 -7.53234 -2.43065  -0.576
C19 -3.04768 -6.00740 -0.59883  -0.782
H35 -1.21433 -8.91477 -1.20094  0.300
H36 -0.61491 -7.46833 -0.35924  0.295
H37 -1.93672 -8.44981 0.35535  0.314
H38 -2.22681 -5.31771 -0.38692  0.218
H39 -3.54859 -6.29928 0.32764  0.370
H40 -3.77284 -5.50118 -1.24486  0.180
C20 6.05122 0.81674 -4.73045  0.737
O5 7.24200 1.15833 -4.92869  -0.702
O6 5.42674 0.59935 -5.87916  -0.345
O7 5.39912 0.65862 -3.67422  -0.583
H41 6.23450 0.81972 -6.38597  0.373
Mg1 7.57072 -0.75021 -4.97919  0.903
Cl1 -6.52928 -4.45521 2.06331  -0.324

Forces on atoms 1 to 6 (eV/Å):
-1.83 1.25 -5.12
4.58 -6.92 5.20
-2.98 4.74 0.27
1.26 1.03 -1.48
-2.57 -2.92 -2.01
0.06 2.89 3.89

---

This record from OMol25 describes 7 unconnected molecules or ions with the total composition C20H41ClIN4O27P2S6. The level of theory is ωB97M-V/def2-TZVPD.

Its spin multiplicity is 1. As for the orbital gap: 9.09 eV. As for the charge: +1. The calculation puts the HOMO energy at -11.50 eV. The total energy is -6866.49050 a.u.

Last column: Mulliken charge in e.
CARTESIAN COORDINATES (ANGSTROEM)
C1 5.58628 3.36280 -1.90213  -1.087
C2 4.89990 2.05190 -1.48063  -0.035
C3 4.56200 1.13683 -2.65491  -0.342
C4 3.46241 1.66468 -3.56358  -0.402
O1 2.13385 1.13961 -3.29880  -0.319
N1 1.91179 1.01836 -1.98052  0.271
C5 1.54632 1.90318 -1.04406  -0.049
N2 1.25689 3.21401 -1.21163  0.080
Cl1 1.28880 3.97299 -2.73538  -0.063
P1 0.75642 4.17491 0.22976  0.367
C6 0.66623 5.85644 -0.44242  -1.233
O2 2.03012 4.26307 1.25496  -0.300
N3 1.48309 1.33711 0.15341  -0.168
C7 1.79588 0.06118 -0.06568  -0.218
I1 1.85265 -1.21046 1.56998  0.258
N4 2.04551 -0.18928 -1.33726  0.495
P2 2.47402 -1.84784 -1.97031  -0.177
C8 2.00867 -1.82657 -3.74047  -1.007
O3 1.43557 -2.88468 -1.32326  -0.115
H1 6.64528 3.34386 -1.68640  0.403
H2 5.10933 4.17561 -1.37470  0.044
H3 5.48577 3.52220 -2.97235  0.398
H4 4.04781 2.25344 -0.83371  -0.139
H5 5.61393 1.50354 -0.87356  0.511
H6 5.45351 1.06083 -3.26932  0.566
H7 4.38442 0.13420 -2.26972  -0.097
H8 3.69222 1.36180 -4.57624  0.367
H9 3.48111 2.74924 -3.56063  0.301
H10 0.27346 6.51070 0.32619  0.351
H11 1.64086 6.23376 -0.74528  0.367
H12 0.01354 5.90915 -1.30637  0.440
H13 2.86668 4.26043 0.76362  0.253
H14 1.33746 -1.01165 -3.99276  0.328
H15 1.50730 -2.74817 -4.00850  0.407
H16 2.91299 -1.70722 -4.32499  0.350
H17 0.50890 -2.54805 -1.39767  0.405
C9 0.27656 -4.96722 3.19913  0.006
C10 1.24861 -5.90201 3.88360  -0.297
O4 2.04879 -5.03596 4.71006  -0.333
S1 1.16333 -3.81640 5.23035  1.044
O5 0.69786 -4.09307 6.53503  -0.546
O6 1.85020 -2.60991 4.92850  -0.513
O7 -0.05733 -3.99361 4.20769  -0.299
H18 0.74542 -4.44765 2.36062  0.125
H19 -0.61685 -5.47248 2.85376  0.187
H20 1.87278 -6.44163 3.18249  0.336
H21 0.73208 -6.61195 4.53302  0.290
C11 -1.15691 1.31789 2.08808  0.400
C12 -1.62679 2.37655 3.05618  -0.532
O8 -2.85241 2.85996 2.47778  -0.326
S2 -3.58970 1.67026 1.71575  1.075
O9 -4.58577 1.11034 2.54960  -0.587
O10 -3.88505 2.09999 0.39595  -0.526
O11 -2.35869 0.65416 1.65825  -0.224
H22 -0.68495 1.76477 1.21779  -0.047
H23 -0.47543 0.60611 2.54239  0.034
H24 -0.91265 3.18692 3.16772  0.367
H25 -1.85428 1.95420 4.03679  0.333
C13 -3.69477 -2.47388 -0.20432  -0.037
C14 -4.42122 -1.77748 -1.33330  -0.432
O12 -3.35935 -1.32437 -2.20634  -0.234
S3 -2.16617 -2.36355 -2.16312  0.770
O13 -2.24838 -3.23295 -3.27037  -0.619
O14 -0.94889 -1.65036 -1.89397  -0.364
O15 -2.59699 -3.15529 -0.85396  -0.257
H26 -3.28414 -1.76119 0.50916  0.113
H27 -4.32314 -3.18770 0.31946  0.317
H28 -5.02014 -0.93823 -0.99431  0.327
H29 -5.05198 -2.46625 -1.89528  0.306
C15 -2.27485 -9.16815 0.55149  -0.333
C16 -2.29909 -8.74177 2.00282  -0.255
O16 -0.92782 -8.83177 2.42071  -0.319
S4 0.03242 -8.48356 1.18885  0.997
O17 0.42697 -7.12042 1.28778  -0.398
O18 0.98447 -9.51534 1.05245  -0.555
O19 -1.06021 -8.60327 0.03192  -0.300
H30 -2.21850 -10.25309 0.45244  0.297
H31 -3.12986 -8.79761 -0.00618  0.310
H32 -2.92439 -9.37978 2.61961  0.331
H33 -2.62249 -7.70377 2.10838  0.215
C17 5.01937 6.14055 2.89535  -0.345
C18 4.50901 7.52271 2.55047  -0.357
O20 4.93870 7.73223 1.19426  -0.326
S5 4.94228 6.34621 0.41214  1.031
O21 3.72876 6.21889 -0.31994  -0.496
O22 6.20071 6.17310 -0.20313  -0.528
O23 4.83775 5.38127 1.68599  -0.271
H34 6.08326 6.15273 3.13543  0.277
H35 4.46875 5.68415 3.71256  0.341
H36 4.91389 8.29436 3.19755  0.335
H37 3.41829 7.56373 2.57340  0.274
C19 -7.40813 2.78423 -3.10896  -0.341
C20 -7.47271 2.27800 -1.68562  -0.182
O24 -8.26730 1.08465 -1.77008  -0.302
S6 -8.01374 0.36951 -3.17699  1.048
O25 -7.06008 -0.67007 -3.01151  -0.445
O26 -9.26397 0.12826 -3.78687  -0.545
O27 -7.29495 1.59833 -3.90829  -0.324
H38 -8.32561 3.30266 -3.39370  0.293
H39 -6.55585 3.43548 -3.28052  0.317
H40 -7.93242 2.98977 -1.00600  0.313
H41 -6.48728 2.00789 -1.31463  0.175

Forces on atoms 1 to 6 (eV/Å):
-0.63 -0.42 -0.02
0.79 -0.14 -0.03
-0.08 0.32 0.37
1.20 -0.38 -0.27
0.01 0.17 0.13
-0.50 -0.10 0.27

---

- What is the orbital gap in the first record?
  0.90 eV

---

- The highest total energy belongs to which entry?
  C20H41ClF7MgN2O7SSi

---

- Look up the charge of the second one.
  +1

---

- The lowest total energy belongs to which entry?
  C20H41ClIN4O27P2S6